{
  "formula": "C3H3NO4",
  "method": "ωB97M-V/def2-TZVPD",
  "species": ["C", "C", "C", "H", "H", "H", "N", "O", "O", "O", "O"],
  "coordinates": [[-0.200, 0.145, -0.999], [0.860, 0.569, 0.951], [-0.681, -0.688, -0.020], [-1.686, 0.200, -2.489], [1.517, 1.716, -0.610], [-1.623, -2.307, 0.724], [0.821, 0.944, -0.349], [-0.643, 0.483, -2.147], [1.232, 1.167, 1.917], [0.135, -0.536, 1.164], [-1.203, -1.911, -0.280]],
  "forces_ev_per_a": [[0.11, -0.15, 4.54], [-0.82, 0.43, 1.72], [2.17, -0.07, -0.71], [4.73, 0.83, 2.25], [-2.13, -1.65, -0.09], [1.68, 1.84, -4.55], [0.99, 0.82, -1.09], [-4.51, 0.01, -5.15], [1.69, 0.98, 0.26], [-1.74, -1.32, -2.16], [-2.18, -1.71, 5.00]],
  "total_energy_ev": -12836.8994,
  "lumo_energy_ev": -0.140,
  "homo_ev": -7.87,
  "largest_force_ha_per_bohr": 0.1331,
  "gap_ha": 0.2840,
  "relative_energy_kj_mol": 330.33
}

{
  "formula": "C3H7NO2",
  "method": "ωB97M-V/def2-TZVPD",
  "species": ["C", "N", "C", "O", "C", "O", "H", "H", "H", "H", "H", "H", "H"],
  "coordinates": [[-1.350, -1.556, 0.087], [-0.293, -0.637, -0.279], [0.205, 0.233, 0.635], [0.046, 0.112, 1.839], [0.845, 1.474, 0.010], [1.554, 1.209, -1.188], [-0.977, -2.533, 0.415], [-1.904, -1.112, 0.920], [-2.031, -1.685, -0.759], [0.020, -0.530, -1.233], [1.435, 2.005, 0.761], [0.018, 2.146, -0.254], [2.430, 0.874, -0.954]],
  "forces_ev_per_a": [[-0.09, -0.15, 0.06], [0.17, 0.15, 0.05], [-0.16, 0.05, 0.07], [-0.05, 0.22, -0.36], [-0.10, 0.18, 0.24], [0.22, -0.07, 0.04], [-0.04, 0.13, -0.10], [0.08, -0.15, -0.13], [0.16, -0.05, 0.12], [-0.24, 0.04, 0.12], [0.13, -0.22, -0.04], [0.12, -0.17, -0.01], [-0.21, 0.05, -0.08]],
  "total_energy_ev": -8809.6170,
  "lumo_energy_ev": 0.731,
  "homo_ev": -9.66,
  "largest_force_ha_per_bohr": 0.0081,
  "gap_ha": 0.3817,
  "relative_energy_kj_mol": 87.98
}

{
  "formula": "C2H9N5",
  "method": "ωB97M-V/def2-TZVPD",
  "species": ["C", "N", "N", "N", "H", "H", "H", "H", "H", "N", "C", "N", "H", "H", "H", "H"],
  "coordinates": [[-0.306, 2.003, -0.049], [2.547, 0.098, 0.123], [1.655, 0.960, -0.401], [0.767, 1.141, 0.449], [3.484, 0.223, -0.245], [2.483, 0.059, 1.137], [-0.683, 1.656, -1.017], [0.045, 3.035, -0.150], [-1.137, 1.993, 0.662], [-2.231, -1.006, -0.184], [-0.257, -1.950, 0.135], [-1.449, -1.778, 0.603], [-2.300, -1.369, -1.136], [-3.181, -0.987, 0.190], [0.469, -2.553, 0.704], [0.095, -1.524, -0.821]],
  "forces_ev_per_a": [[-0.33, 0.10, -0.03], [1.46, -0.54, -0.29], [-0.84, -0.06, 1.12], [-0.45, 0.76, -0.81], [-0.29, -0.02, 0.02], [0.06, -0.09, -0.05], [0.11, 0.05, 0.14], [0.03, -0.10, 0.00], [0.25, -0.10, -0.10], [-1.95, 0.61, -0.93], [-0.61, -0.37, 0.64], [2.81, -0.72, 0.04], [0.22, 0.27, 0.13], [0.45, -0.04, -0.07], [-0.59, 0.34, -0.19], [-0.32, -0.11, 0.37]],
  "total_energy_ev": -9667.2028,
  "lumo_energy_ev": 1.210,
  "homo_ev": -8.86,
  "largest_force_ha_per_bohr": 0.0563,
  "gap_ha": 0.3699,
  "relative_energy_kj_mol": 356.30
}

{
  "formula": "C35H46N5O26P",
  "method": "ωB97M-V/def2-TZVPD",
  "species": ["N", "P", "O", "O", "C", "N", "N", "C", "C", "C", "C", "C", "C", "C", "C", "C", "C", "N", "N", "H", "H", "H", "H", "H", "H", "H", "H", "H", "H", "H", "H", "H", "H", "C", "C", "O", "C", "O", "O", "H", "H", "H", "H", "C", "C", "O", "C", "O", "O", "H", "H", "H", "H", "C", "C", "O", "C", "O", "O", "H", "H", "H", "H", "C", "C", "O", "C", "O", "O", "H", "H", "H", "H", "C", "C", "O", "C", "O", "O", "H", "H", "H", "H", "C", "C", "O", "C", "O", "O", "H", "H", "H", "H", "C", "C", "O", "C", "O", "O", "H", "H", "H", "H", "C", "C", "O", "C", "O", "O", "H", "H", "H", "H"],
  "coordinates": [[5.162, -1.993, -2.778], [3.837, -1.505, -2.104], [3.905, -1.564, -0.425], [3.482, 0.097, -2.498], [2.356, -2.605, -2.553], [1.365, -1.981, -3.229], [0.324, -2.741, -3.498], [0.423, -4.019, -3.051], [-0.841, -4.924, -3.314], [-1.536, -5.238, -1.922], [-1.317, -4.140, -0.810], [-1.909, -2.738, -1.185], [-3.255, -2.665, -1.751], [-3.875, -1.413, -2.142], [-3.152, -0.155, -1.969], [-1.798, -0.211, -1.418], [-1.167, -1.484, -1.031], [1.440, -4.646, -2.409], [2.477, -3.885, -2.143], [5.531, -1.232, -3.354], [3.104, -2.030, -0.111], [2.542, 0.182, -2.214], [-1.548, -4.440, -4.039], [-0.499, -5.908, -3.746], [-2.629, -5.477, -1.998], [-1.052, -6.181, -1.530], [-1.901, -4.481, 0.090], [-0.252, -4.066, -0.447], [-3.804, -3.632, -1.875], [-4.896, -1.366, -2.585], [-3.603, 0.826, -2.256], [-1.276, 0.773, -1.297], [-0.125, -1.481, -0.628], [5.190, 3.058, -0.871], [4.421, 2.981, -2.157], [3.774, 4.251, -2.222], [4.504, 5.114, -1.463], [4.336, 6.291, -1.434], [5.454, 4.454, -0.742], [6.118, 2.488, -0.904], [4.602, 2.728, -0.010], [5.073, 2.873, -3.028], [3.691, 2.172, -2.158], [-1.468, -1.066, 3.608], [-2.502, -0.248, 2.892], [-2.851, -1.083, 1.789], [-2.556, -2.360, 2.136], [-2.879, -3.318, 1.499], [-1.847, -2.410, 3.291], [-1.478, -0.902, 4.685], [-0.455, -0.886, 3.230], [-3.394, -0.070, 3.499], [-2.113, 0.709, 2.548], [2.661, 2.823, -5.486], [1.450, 3.111, -6.327], [0.548, 2.075, -5.949], [0.913, 1.657, -4.707], [0.275, 0.921, -4.025], [2.106, 2.189, -4.337], [3.202, 3.727, -5.207], [3.354, 2.130, -5.971], [0.996, 4.077, -6.093], [1.663, 3.070, -7.395], [-7.163, 0.243, -5.499], [-6.297, 1.435, -5.794], [-6.269, 2.122, -4.545], [-6.534, 1.208, -3.575], [-6.423, 1.416, -2.407], [-6.941, 0.028, -4.108], [-6.880, -0.634, -6.078], [-8.225, 0.446, -5.659], [-5.276, 1.155, -6.065], [-6.710, 2.069, -6.577], [6.297, 3.013, 2.496], [7.115, 3.217, 3.740], [6.155, 3.059, 4.780], [5.137, 2.304, 4.282], [4.256, 1.849, 4.938], [5.261, 2.139, 2.936], [6.870, 2.559, 1.688], [5.847, 3.941, 2.134], [7.893, 2.458, 3.858], [7.575, 4.204, 3.781], [2.457, -4.068, 3.741], [3.690, -3.318, 3.318], [3.169, -2.051, 2.925], [1.985, -1.881, 3.571], [1.371, -0.861, 3.593], [1.591, -3.027, 4.187], [2.654, -4.779, 4.543], [1.979, -4.593, 2.911], [4.395, -3.171, 4.140], [4.208, -3.799, 2.489], [0.569, -0.991, 8.989], [0.726, -1.216, 7.511], [-0.523, -0.776, 6.988], [-1.051, 0.100, 7.886], [-2.006, 0.777, 7.681], [-0.343, 0.100, 9.048], [1.510, -0.738, 9.476], [0.125, -1.851, 9.499], [1.525, -0.609, 7.076], [0.903, -2.263, 7.264], [-6.781, 2.951, 0.164], [-5.916, 4.144, -0.124], [-5.890, 4.827, 1.127], [-6.157, 3.908, 2.096], [-6.048, 4.113, 3.264], [-6.562, 2.728, 1.557], [-6.497, 2.081, -0.417], [-7.844, 3.154, 0.003], [-4.895, 3.864, -0.397], [-6.329, 4.780, -0.906]],
  "forces_ev_per_a": [[-1.16, 0.97, 0.39], [1.59, 0.47, 0.18], [-1.15, -0.32, -2.24], [-1.00, -2.92, 1.18], [1.11, 1.55, 0.72], [0.52, -1.34, 0.71], [1.02, -0.95, 0.53], [-2.34, -1.62, -1.02], [0.31, 0.07, 0.43], [0.88, -0.35, 0.61], [-1.06, 0.30, 0.30], [-0.28, 1.65, -0.77], [0.79, 1.12, 0.16], [1.78, 0.39, 0.66], [1.30, -2.15, 0.67], [-1.06, -1.18, -0.18], [-2.25, 0.20, -0.86], [-0.41, 1.26, -0.66], [-0.74, 1.05, -0.42], [0.12, -0.44, 0.09], [0.47, 0.31, 0.19], [0.35, 0.56, -0.54], [0.87, -0.20, 0.77], [-0.25, 1.11, 0.30], [1.04, 0.37, -0.26], [-0.53, 0.95, -0.33], [0.68, 0.30, -0.91], [-0.94, 0.01, -0.64], [0.40, 1.12, 0.10], [0.89, -0.29, 0.50], [0.44, -1.07, 0.32], [-0.28, -1.23, -0.08], [-0.99, -0.03, -0.32], [0.22, -0.43, 0.34], [-0.34, -0.64, -0.34], [0.38, 0.29, 0.36], [-0.13, 0.50, -0.05], [0.08, -0.30, 0.01], [-0.28, 0.16, -0.25], [0.03, 0.19, 0.03], [-0.02, 0.01, -0.05], [0.00, 0.01, 0.04], [0.11, 0.43, -0.10], [0.50, 0.48, 0.29], [-0.26, 0.54, 0.24], [0.07, -0.56, 0.09], [-0.13, -0.05, -0.09], [-0.10, 0.21, 0.50], [-0.38, -0.07, -0.51], [0.01, -0.23, -0.06], [-0.73, -0.08, 0.13], [0.00, -0.03, -0.07], [-0.07, -0.12, -0.18], [0.67, 0.25, -0.05], [-0.08, 0.40, -0.47], [0.23, -0.11, 0.36], [-0.34, -0.35, 0.26], [0.09, 0.17, -0.06], [-0.28, 0.03, -0.22], [-0.08, -0.10, 0.20], [-0.07, -0.02, 0.01], [0.03, -0.05, 0.04], [-0.16, -0.14, 0.05], [-0.29, -0.39, -0.44], [0.23, 0.19, -0.61], [-0.15, -0.33, 0.32], [0.05, 0.03, 0.31], [0.00, -0.08, -0.49], [0.18, 0.43, 0.16], [0.01, -0.05, 0.22], [0.04, 0.02, 0.04], [-0.04, -0.01, 0.06], [0.03, 0.12, 0.19], [0.10, 0.20, -0.59], [0.59, 0.22, 0.07], [-0.29, -0.20, -0.28], [-0.41, -0.19, 0.30], [0.25, 0.08, -0.16], [0.09, 0.07, 0.41], [-0.16, -0.12, 0.05], [0.03, -0.02, 0.03], [-0.06, 0.00, -0.01], [-0.13, -0.03, 0.17], [-0.07, -0.63, 0.05], [0.60, -0.27, -0.09], [-0.47, -0.04, 0.10], [-0.09, 0.39, 0.05], [0.87, -0.30, 0.05], [0.22, 0.40, -0.13], [-0.16, 0.13, 0.05], [0.00, 0.05, 0.02], [-0.06, 0.03, -0.02], [-0.04, 0.21, -0.05], [0.31, -0.22, 0.46], [0.52, -0.32, -0.37], [-0.10, 0.18, 0.41], [-0.44, 0.36, -0.09], [0.24, -0.20, 0.03], [-0.12, -0.07, -0.40], [-0.14, 0.16, 0.03], [-0.02, 0.03, -0.04], [-0.06, 0.02, 0.02], [-0.19, 0.07, -0.13], [-0.26, -0.53, -0.37], [0.18, 0.19, -0.52], [-0.12, -0.28, 0.25], [0.00, -0.01, 0.48], [-0.01, -0.02, -0.29], [0.20, 0.56, 0.15], [-0.03, -0.01, 0.28], [0.04, 0.05, 0.04], [-0.04, -0.03, 0.04], [0.04, 0.11, 0.18]],
  "total_energy_ev": -107013.0009,
  "lumo_energy_ev": -1.194,
  "homo_ev": -8.41,
  "largest_force_ha_per_bohr": 0.0643,
  "gap_ha": 0.2650
}

{
  "formula": "C33H44BaN10O3S3Si",
  "method": "ωB97M-V/def2-TZVPD",
  "species": ["Ba", "C", "N", "C", "C", "N", "C", "C", "C", "C", "C", "C", "C", "S", "C", "C", "C", "C", "C", "C", "S", "H", "H", "H", "H", "H", "H", "H", "H", "H", "H", "H", "H", "H", "H", "H", "H", "H", "H", "C", "Si", "C", "C", "C", "C", "C", "C", "N", "C", "S", "H", "H", "H", "H", "H", "H", "H", "H", "H", "H", "H", "H", "N", "N", "N", "C", "N", "N", "H", "H", "H", "C", "C", "C", "C", "C", "C", "O", "N", "C", "O", "N", "C", "O", "H", "H", "H", "H", "H", "H", "H", "H", "H", "H", "H"],
  "coordinates": [[0.725, -0.102, -0.014], [0.460, 3.679, 0.963], [0.433, 2.719, 2.055], [-0.773, 2.875, 2.875], [-1.678, 1.636, 2.890], [-2.379, 1.415, 1.635], [-2.645, 0.003, 1.394], [-3.630, 2.122, 1.490], [-4.660, 1.905, 2.391], [-5.934, 2.418, 2.202], [-6.199, 3.163, 1.060], [-5.185, 3.421, 0.169], [-3.877, 2.932, 0.356], [-2.687, 3.370, -0.793], [1.630, 2.719, 2.841], [2.250, 3.904, 3.214], [3.405, 3.927, 3.978], [3.947, 2.732, 4.425], [3.348, 1.543, 4.074], [2.211, 1.502, 3.256], [1.621, -0.075, 2.861], [0.427, 4.725, 1.308], [-0.406, 3.506, 0.323], [1.369, 3.537, 0.379], [-1.351, 3.733, 2.510], [-0.483, 3.071, 3.919], [-2.366, 1.747, 3.751], [-1.040, 0.771, 3.078], [-3.423, -0.399, 2.062], [-1.744, -0.587, 1.541], [-2.984, -0.116, 0.365], [-4.470, 1.293, 3.268], [-6.716, 2.216, 2.924], [-7.200, 3.543, 0.877], [-5.378, 4.002, -0.723], [1.814, 4.843, 2.905], [3.861, 4.874, 4.233], [4.835, 2.728, 5.045], [3.750, 0.595, 4.410], [2.901, 0.789, -5.649], [1.625, 2.200, -5.433], [0.854, 2.404, -7.186], [2.482, 3.842, -4.969], [0.225, 1.794, -4.244], [-1.111, 1.805, -4.604], [-2.089, 1.414, -3.702], [-1.684, 0.999, -2.446], [-0.417, 0.970, -2.065], [0.527, 1.393, -2.920], [2.130, 1.410, -2.364], [3.759, 1.111, -6.234], [2.463, -0.071, -6.150], [3.262, 0.464, -4.681], [1.621, 2.591, -7.933], [0.151, 3.229, -7.225], [0.325, 1.502, -7.482], [3.272, 4.118, -5.663], [2.916, 3.744, -3.981], [1.764, 4.656, -4.936], [-1.393, 2.120, -5.600], [-3.137, 1.442, -3.958], [-2.403, 0.658, -1.717], [1.577, -5.058, -2.433], [0.984, -3.849, -2.686], [1.514, -2.944, -3.483], [0.611, -1.979, -3.417], [-0.418, -2.303, -2.634], [-0.179, -3.493, -2.181], [1.503, -5.674, -3.240], [1.112, -5.466, -1.626], [0.688, -1.052, -3.943], [1.729, -3.469, 4.377], [0.649, -4.452, 3.944], [0.456, -4.510, 2.414], [-0.503, -5.672, 2.074], [-0.797, -5.750, 0.580], [1.774, -4.815, 1.739], [2.439, -5.807, 1.985], [2.152, -3.931, 0.787], [1.457, -2.762, 0.403], [1.992, -2.081, -0.464], [0.304, -2.476, 0.949], [-0.236, -3.212, 1.934], [-1.302, -2.914, 2.443], [1.802, -3.449, 5.464], [1.503, -2.463, 4.029], [2.699, -3.765, 3.979], [-0.308, -4.157, 4.380], [0.904, -5.454, 4.302], [-1.433, -5.516, 2.623], [-0.046, -6.608, 2.408], [-1.258, -4.828, 0.231], [-1.462, -6.584, 0.361], [0.131, -5.904, 0.029], [3.040, -4.071, 0.317]],
  "forces_ev_per_a": [[-0.85, 2.76, 0.76], [0.05, 0.06, -0.25], [0.15, -0.01, -0.03], [-0.38, -0.40, 0.21], [0.17, 0.26, 0.22], [-0.21, -0.09, 0.10], [0.08, 0.10, -0.05], [-0.13, 0.33, -0.35], [-0.09, -0.11, 0.28], [-0.16, -0.12, 0.27], [-0.13, 0.04, 0.11], [-0.30, -0.06, 0.07], [0.19, 0.16, -0.02], [0.38, 0.21, -0.44], [0.32, -0.38, 0.12], [-0.04, 0.18, -0.01], [-0.02, 0.18, 0.06], [0.17, 0.09, 0.11], [0.08, 0.13, 0.00], [0.04, 0.05, 0.21], [-0.33, -0.58, 0.07], [-0.03, 0.02, -0.05], [-0.02, 0.05, 0.01], [0.08, 0.00, -0.07], [0.02, -0.01, 0.04], [-0.06, 0.07, -0.19], [0.03, -0.11, -0.13], [-0.02, 0.03, 0.07], [0.13, -0.14, -0.06], [0.07, -0.16, 0.11], [-0.10, -0.07, -0.07], [0.00, -0.01, -0.02], [-0.01, -0.01, 0.04], [0.03, 0.02, 0.00], [0.07, 0.03, 0.00], [-0.04, 0.08, -0.08], [0.05, 0.07, 0.04], [0.05, 0.02, 0.02], [0.03, 0.06, -0.03], [-0.43, 0.41, 0.21], [0.33, 0.13, -0.29], [0.18, 0.00, 0.65], [-0.24, -0.57, -0.15], [0.31, -0.10, -0.23], [-0.12, -0.10, 0.07], [-0.11, -0.03, -0.16], [-0.34, -0.08, -0.21], [-0.54, 0.33, -0.79], [-0.31, 0.17, -0.39], [1.36, 0.04, 0.46], [0.11, 0.17, -0.19], [-0.17, -0.13, -0.15], [0.04, -0.04, 0.16], [0.23, 0.04, -0.08], [-0.19, 0.22, 0.00], [-0.11, -0.21, -0.02], [0.14, -0.03, -0.23], [0.05, -0.05, 0.19], [-0.21, 0.12, -0.02], [-0.08, 0.02, -0.13], [-0.06, 0.02, 0.05], [-0.12, 0.01, 0.00], [0.44, -0.54, 0.20], [-0.57, 0.77, -0.54], [0.35, -0.29, 0.11], [0.28, -0.15, -0.31], [-0.51, 0.36, 0.42], [0.14, -0.77, 0.22], [-0.18, 0.24, 0.15], [0.04, 0.13, -0.17], [0.09, 0.30, -0.13], [-0.21, -0.11, -0.07], [0.20, 0.03, 0.02], [-0.41, -0.21, 0.40], [0.05, -0.08, -0.17], [-0.10, -0.04, 0.24], [-0.13, -0.11, 0.09], [-0.01, -0.03, 0.09], [0.45, 0.34, -0.46], [0.41, -2.11, 0.96], [1.33, -0.57, -1.21], [-0.64, 0.23, -0.11], [-0.09, -0.44, 0.51], [-0.03, -0.15, 0.12], [0.04, 0.06, 0.05], [0.09, 0.12, 0.06], [0.14, 0.03, -0.01], [-0.02, -0.10, -0.10], [-0.09, -0.02, -0.11], [0.07, 0.05, 0.04], [0.00, 0.11, 0.08], [-0.04, 0.01, -0.16], [-0.04, -0.02, -0.08], [0.03, -0.06, -0.07], [-0.12, -0.04, 0.11]],
  "total_energy_ev": -97061.5947,
  "lumo_energy_ev": 3.878,
  "homo_ev": -1.23,
  "largest_force_ha_per_bohr": 0.0580,
  "gap_ha": 0.1878,
  "total_charge": -2
}